1.
A cluster of 2 separate species, C3H9NS in total in a non-equilibrium geometry, computed with ωB97M-V with the def2-TZVPD basis set.

Structure (XYZ):
```
14
Properties=species:S:1:pos:R:3:forces:R:3:lowdin_charge:R:1
C 2.266477 -1.766309 0.108908 -1.6550 -0.5697 1.3323 -0.15
N 2.787158 -0.917771 0.885877 0.7927 1.6526 -2.3693 0.00
H 2.651123 -2.073513 -0.857053 0.9850 -0.6103 0.3409 0.05
H 1.321454 -2.273117 0.438905 -0.0106 0.6570 -0.9352 0.07
H 2.095482 -0.291351 1.291098 -0.1291 -1.1241 1.6459 0.03
C -0.237464 1.760446 -0.500036 0.0349 -0.7456 0.5182 -0.45
S -1.711159 1.584706 0.487586 -0.5238 -0.1826 0.7726 0.71
C -2.220467 -0.115855 0.070961 -0.3712 0.8217 0.1216 -0.41
H 0.571915 1.178805 -0.048252 0.0834 0.2927 -0.0674 0.01
H -0.434867 1.321148 -1.473648 0.1738 0.6367 -0.3868 0.04
H -0.034534 2.827600 -0.438356 0.3061 -0.1181 -0.6140 0.03
H -2.738661 -0.543218 0.927950 0.2180 -0.0353 0.0854 0.02
H -1.341453 -0.709756 -0.185999 -0.3308 -0.0405 -0.1721 0.03
H -2.975000 0.018179 -0.707941 0.4267 -0.6344 -0.2721 0.03
```
Forces are in eV/Å.

Summary:
SMILES   C=N.CSC
Energy relative to the best compared isomer or geometry (same formula, charge and spin)   204.2 kJ/mol
Total charge   0

***

2.
A structure of composition C11H28Br2NNiO5 in a non-equilibrium geometry, computed with ωB97M-V with the def2-TZVPD basis set.

Structure (XYZ):
```
48
Properties=species:S:1:pos:R:3:forces:R:3:lowdin_charge:R:1
Ni -3.121972 -1.161027 1.914296 2.3142 -0.0032 -1.3834 1.03
O -1.472372 -1.030310 0.979736 -2.0135 0.0393 1.1129 -0.14
H -0.909790 -1.545737 0.369515 -0.4265 -0.1368 0.2269 0.03
C 0.225739 -0.040198 -1.451376 0.3722 -1.3680 0.3156 0.04
N 1.300024 -0.190286 -2.505497 -3.6635 -0.1417 -0.1868 -0.47
O 2.202512 0.543408 -2.444690 3.1744 2.0796 0.5776 0.12
O 1.055299 -0.949759 -3.399970 -0.0493 -1.3209 -0.8173 0.08
H -0.166534 0.974142 -1.378324 0.4120 -0.1388 -0.1006 0.10
H 0.745469 -0.411861 -0.568282 -0.0522 0.5901 0.3935 0.08
H -0.546066 -0.772765 -1.687503 -0.1141 0.3079 -0.3014 0.08
Br 2.947896 -3.971070 -0.122947 -0.3743 0.5410 1.0069 0.59
C 2.594525 -3.447620 1.796843 2.3572 0.3866 -0.5441 -0.65
C 1.208102 -3.775187 2.124123 -1.0132 -0.7904 0.3485 -0.68
Br 0.857843 -3.586895 4.095671 0.0429 0.1459 -1.1822 0.57
H 2.873793 -2.404619 1.946044 -0.4676 0.2083 -0.5214 0.05
H 3.393336 -3.951266 2.341214 -0.5350 -0.5846 0.0617 0.06
H 0.968095 -4.807419 1.869248 0.0717 0.0267 0.3146 0.05
H 0.533405 -3.160156 1.528627 -0.1531 0.2399 0.4902 0.03
C -2.922990 2.910703 -0.929009 0.7401 0.2587 -1.0802 -0.06
C -3.250411 1.499454 -1.262912 -1.2255 -1.2848 -0.3909 -0.32
O -2.935498 1.071999 -2.585899 1.2805 0.3280 0.8831 -0.14
C -3.462468 -0.190786 -2.936725 -1.4706 0.1033 -2.3737 -0.26
C -3.088605 -0.627899 -4.430412 1.0328 0.3422 1.6314 -0.04
H -3.129897 3.576125 -1.767162 -0.1729 0.0253 0.0615 0.09
H -3.498975 3.233200 -0.061631 0.3872 0.0234 0.0830 0.09
H -1.840605 2.894849 -0.801354 0.0051 0.7658 0.4753 0.07
H -2.730909 0.896547 -0.518105 0.4960 -0.7419 0.1972 0.07
H -4.302099 1.299456 -1.057881 -0.4802 -0.0191 -0.2810 0.11
H -3.362665 -1.007956 -2.222320 0.7422 0.0282 0.3870 0.10
H -4.534314 0.000666 -2.987894 -0.4571 -0.3359 0.1132 0.11
H -3.786669 -1.357127 -4.841541 -0.3674 0.4779 0.0917 0.07
H -2.125133 -1.132528 -4.502359 0.2012 -0.0223 0.4201 0.06
H -2.936706 0.263399 -5.039202 -0.6311 -0.0233 -0.0645 0.08
C 0.695809 1.994017 3.005595 -0.7527 0.9144 0.6299 -0.09
C 0.823394 0.709422 2.261210 1.3224 -0.3682 -1.2710 -0.27
O 2.199547 0.380829 1.915308 -1.6318 0.8796 1.3066 -0.18
C 2.882530 1.473304 1.344479 3.2646 -1.4028 -1.6047 -0.27
C 4.431689 1.081020 1.533935 -2.3216 0.8766 -0.1454 -0.04
H -0.330228 2.089740 3.360825 -0.0434 -0.4409 0.8221 0.07
H 1.445260 2.076059 3.792805 -0.3324 -0.0978 0.2705 0.10
H 0.706698 2.940325 2.464778 0.6855 -0.3253 -0.7429 0.08
H 0.461057 -0.163460 2.804250 0.0171 0.1123 0.2873 0.10
H 0.269191 0.764756 1.324248 -0.2738 0.0718 -0.1480 0.07
H 2.646658 1.463708 0.280355 -0.0075 0.2135 -0.3282 0.10
H 2.802293 2.515426 1.653767 -0.7517 -0.3374 0.9255 0.11
H 5.015366 1.884745 1.085101 0.3029 -0.2568 0.1376 0.07
H 4.638838 0.106280 1.092262 0.0423 0.1729 -0.0207 0.07
H 4.530539 1.042354 2.618762 0.5176 -0.0188 -0.0830 0.07
```
Forces are in eV/Å.

Summary:
Energy relative to the best compared isomer or geometry (same formula, charge and spin)   304.4 kJ/mol
Multiplicity   3
Total charge   +1

***

3.
A cluster of 6 separate species, C25H61N2O7 in total, computed with ωB97M-V with the def2-TZVPD basis set.

Structure (XYZ):
```
95
Properties=species:S:1:pos:R:3:forces:R:3:lowdin_charge:R:1
C -0.966094 -2.266004 1.491169 0.0680 -0.0076 -0.0197 -0.11
N -2.338411 -1.831333 1.700013 0.2071 0.0797 -0.4985 -0.16
C -2.394921 -0.565466 2.422272 -0.0679 -0.0749 0.3260 -0.09
C -3.093518 -1.821638 0.500174 0.0644 0.0084 0.4247 -0.44
O -2.506423 -1.760263 -0.568866 -0.0330 -0.3120 -0.1882 0.02
C -4.623353 -1.990501 0.521689 -0.0587 0.3906 -0.0107 -0.16
C -5.491949 -2.382140 1.722655 0.1018 -0.0249 -0.0227 -0.47
N -5.396598 -1.246680 2.717815 -0.1977 -0.0191 0.0306 -0.05
O -4.807117 -3.482767 2.439253 0.1469 -0.1057 -0.0173 -0.17
H -0.573914 -2.633256 2.446424 0.0116 0.1521 -0.0267 0.08
H -0.301473 -1.479559 1.103039 -0.0406 -0.0269 0.0471 0.08
H -0.945518 -3.090501 0.778891 -0.0229 0.0285 0.0325 0.08
H -2.036261 0.278762 1.805003 0.0369 -0.1015 0.0343 0.08
H -3.415647 -0.391584 2.763190 0.0202 0.0015 -0.0600 0.05
H -1.740284 -0.642307 3.297170 -0.0710 0.0149 -0.0400 0.08
H -4.774415 -2.720210 -0.282062 -0.0119 0.0692 0.0405 0.09
H -5.018828 -1.049842 0.107534 -0.0172 -0.1103 0.0057 0.10
H -5.933060 -1.542097 3.529551 0.0336 -0.0353 -0.0724 0.03
H -5.971816 -0.506742 2.320610 0.0263 -0.0535 0.0173 0.04
H -5.181316 -4.276814 2.050176 -0.1425 0.1477 0.0480 0.04
C -1.978813 1.464557 -1.701636 0.0021 -0.0237 0.0573 -0.07
C -2.088840 2.913120 -1.265123 0.0216 -0.0172 0.0003 -0.28
O -1.160972 3.295873 -0.257692 -0.0050 0.0831 -0.0639 -0.16
C 0.198619 3.038711 -0.549651 0.0478 -0.1229 0.0493 -0.28
C 0.721319 3.732731 -1.795541 -0.0740 0.0755 -0.0095 -0.08
H -2.036697 0.779980 -0.855341 -0.0112 -0.0050 -0.0249 0.06
H -2.797706 1.221538 -2.380198 -0.0133 -0.0020 0.0159 0.08
H -1.045232 1.267702 -2.231803 -0.0107 -0.0076 -0.0193 0.07
H -3.064540 3.101378 -0.816610 -0.0124 -0.0322 -0.0196 0.12
H -1.998653 3.576988 -2.135717 0.0296 0.0255 0.0207 0.10
H 0.375711 1.959220 -0.620797 -0.0058 -0.0015 0.0103 0.11
H 0.742057 3.392399 0.328010 0.0062 0.0041 -0.0110 0.12
H 0.253437 3.347018 -2.703623 -0.0018 -0.0132 0.0062 0.07
H 1.796815 3.578999 -1.885747 -0.0013 0.0293 0.0096 0.05
H 0.539965 4.807817 -1.748164 0.0074 0.0008 -0.0080 0.08
C 4.274574 7.843422 -3.243816 -0.0216 0.0017 0.0018 -0.08
C 4.277007 6.353930 -2.945340 0.0086 -0.0274 0.0047 -0.28
O 3.113282 5.676574 -3.385253 -0.0027 0.0117 0.0083 -0.18
C 2.861804 5.706174 -4.779212 -0.0040 -0.0177 0.0059 -0.27
C 3.959017 5.056452 -5.604769 -0.0246 -0.0337 0.0297 -0.07
H 3.370312 8.308899 -2.849441 0.0045 0.0045 -0.0022 0.08
H 5.139935 8.312589 -2.773143 -0.0055 0.0015 0.0060 0.08
H 4.329376 8.049437 -4.313684 0.0119 -0.0058 -0.0008 0.07
H 4.297005 6.189630 -1.867641 0.0118 0.0124 -0.0019 0.12
H 5.179398 5.886321 -3.357285 -0.0108 -0.0067 -0.0089 0.11
H 2.675444 6.730696 -5.122410 0.0240 0.0092 0.0255 0.11
H 1.929778 5.152985 -4.898365 0.0010 0.0097 -0.0182 0.12
H 4.894670 5.615567 -5.563624 -0.0011 0.0019 -0.0053 0.07
H 3.658424 4.990183 -6.651326 -0.0296 0.0103 0.0089 0.08
H 4.141128 4.047174 -5.233916 0.0355 -0.0113 -0.0597 0.06
C 4.370122 2.102095 -2.161872 0.0283 0.0016 0.0199 -0.07
C 5.562244 2.215854 -3.094257 -0.0111 0.0401 0.0128 -0.27
O 6.813318 2.336398 -2.433518 -0.0041 -0.0461 0.0009 -0.16
C 7.162040 1.255700 -1.585273 -0.0007 0.0240 0.0237 -0.28
C 7.275293 -0.081511 -2.297649 0.0065 0.0144 -0.0195 -0.08
H 4.356149 2.934422 -1.456617 -0.0149 -0.0029 -0.0014 0.08
H 3.447724 2.132314 -2.743076 0.0041 0.0088 -0.0035 0.07
H 4.370695 1.169602 -1.595904 -0.0054 -0.0113 -0.0048 0.06
H 5.478710 3.128552 -3.684232 0.0084 -0.0103 -0.0091 0.10
H 5.578283 1.373981 -3.796545 0.0108 -0.0031 0.0044 0.11
H 6.457597 1.177540 -0.749423 -0.0156 0.0089 -0.0080 0.11
H 8.128542 1.537032 -1.165688 -0.0013 -0.0166 0.0051 0.12
H 6.311260 -0.435088 -2.664712 -0.0098 -0.0023 0.0119 0.07
H 7.658297 -0.833196 -1.605688 0.0090 0.0010 -0.0008 0.07
H 7.960413 -0.007376 -3.143629 -0.0027 -0.0086 0.0010 0.08
C 4.110875 -1.440751 3.388420 -0.0040 0.0243 -0.0173 -0.08
C 2.806628 -1.840203 2.717477 -0.0331 -0.0435 0.0230 -0.28
O 2.656774 -1.332099 1.405675 0.0344 0.0841 -0.0280 -0.16
C 3.612876 -1.754845 0.454539 -0.0220 -0.0282 0.0147 -0.29
C 3.639491 -3.258082 0.231598 -0.0251 0.0016 -0.0001 -0.08
H 4.233183 -0.356691 3.366636 0.0040 -0.0032 0.0048 0.08
H 4.101791 -1.767170 4.429655 -0.0021 0.0076 0.0007 0.07
H 4.979143 -1.894726 2.907824 -0.0037 -0.0132 -0.0005 0.06
H 1.960283 -1.430878 3.268743 0.0044 0.0030 -0.0051 0.12
H 2.693552 -2.930634 2.727912 0.0070 0.0030 -0.0260 0.11
H 4.615300 -1.392735 0.718926 0.0038 0.0004 0.0246 0.10
H 3.320671 -1.250907 -0.467506 0.0091 -0.0033 -0.0145 0.11
H 3.997497 -3.798501 1.108996 0.0135 0.0072 -0.0008 0.07
H 4.307960 -3.495178 -0.598047 -0.0056 0.0010 -0.0090 0.07
H 2.640090 -3.620461 -0.011825 0.0042 -0.0031 -0.0001 0.08
C -10.077669 -6.285454 3.846255 -0.0013 0.0258 -0.0101 -0.09
C -8.853058 -6.526250 2.974398 0.0077 -0.0065 -0.0122 -0.30
O -8.034191 -5.394788 2.801038 -0.0159 -0.0266 0.0403 -0.17
C -7.460710 -4.854566 3.983566 0.0661 -0.0062 0.0896 -0.28
C -6.553033 -5.830048 4.715705 -0.0002 -0.0077 -0.0159 -0.08
H -10.645255 -5.432353 3.471372 -0.0022 -0.0020 0.0081 0.08
H -10.721648 -7.167480 3.832441 -0.0038 0.0022 -0.0092 0.07
H -9.807914 -6.087187 4.884312 0.0045 -0.0114 0.0009 0.06
H -9.170203 -6.796428 1.965374 -0.0081 -0.0148 0.0116 0.12
H -8.280431 -7.376611 3.368932 0.0130 0.0140 0.0047 0.10
H -8.247108 -4.492606 4.658693 -0.0115 0.0031 -0.0219 0.11
H -6.869901 -3.998545 3.658310 -0.0808 -0.0038 -0.1525 0.09
H -7.090917 -6.689560 5.123183 -0.0099 0.0090 0.0138 0.06
H -6.066936 -5.315278 5.545960 0.0161 0.0074 -0.0166 0.08
H -5.774536 -6.192425 4.042677 0.0098 0.0079 0.0126 0.08
```
Forces are in eV/Å.

Summary:
E_tot   -1625.158682 Ha
Total charge   -1